# 1
Below is C19H16AuN4S as an isolated structure, with properties calculated with ωB97M-V/def2-TZVPD.

Last column: Löwdin charge in e.
Element x y z (Å)
Au: 0.6356 0.9561 -1.0497  1.035
N: -0.6944 4.4844 0.9308  0.106
C: -0.4378 3.2481 0.4964  -0.771
S: 0.5482 3.1956 -0.9928  0.666
N: -0.9279 2.2392 1.1689  0.030
N: -0.6251 1.0416 0.6000  -0.122
C: -1.0014 -0.0827 1.1040  -0.150
C: -1.8362 -0.2277 2.3105  -0.188
C: -2.9735 -1.0350 2.2599  -0.042
C: -3.7784 -1.1730 3.3783  -0.059
C: -3.4434 -0.5198 4.5562  -0.059
C: -2.3114 0.2812 4.6112  -0.056
C: -1.5137 0.4396 3.4903  -0.024
C: -0.5247 -1.2854 0.3521  -0.177
C: -0.6508 -2.5742 0.8332  0.020
C: -0.2344 -3.6376 0.0411  -0.005
C: 0.2762 -3.3942 -1.2206  -0.012
C: 0.4227 -2.0803 -1.6303  -0.091
N: 0.0581 -1.0616 -0.8529  -0.028
H: -0.3151 5.2917 0.4700  0.099
H: -1.2737 4.6053 1.7451  0.122
H: -3.2467 -1.5340 1.3380  0.123
H: -4.6660 -1.7888 3.3296  0.113
H: -4.0699 -0.6303 5.4311  0.113
H: -2.0499 0.7882 5.5301  0.112
H: -0.6364 1.0693 3.5314  0.113
H: -1.0741 -2.7393 1.8124  0.126
H: -0.3242 -4.6505 0.4098  0.127
H: 0.5783 -4.1973 -1.8764  0.123
H: 0.8456 -1.8229 -2.5910  0.120
C: 4.0315 0.4649 -4.3934  -0.074
C: 3.1359 1.5174 -4.5119  -0.072
C: 2.1397 1.7001 -3.5620  -0.140
C: 2.0350 0.8133 -2.4980  -0.345
C: 2.9377 -0.2375 -2.3665  -0.155
C: 3.9385 -0.4036 -3.3179  -0.078
H: 4.8090 0.3287 -5.1328  0.111
H: 3.2114 2.2039 -5.3447  0.112
H: 1.4538 2.5312 -3.6617  0.076
H: 2.9037 -0.9110 -1.5190  0.090
H: 4.6482 -1.2134 -3.2082  0.110

## Properties
- energy relative to the best compared isomer or geometry (same formula, charge and spin) (kcal/mol) = 0.0
- charge = +1



# 2
Below is one molecule with the formula C4H3NO2S, with properties calculated with ωB97M-V/def2-TZVPD.

Last column: Löwdin charge in e.
Element x y z (Å)
C: 1.2183 0.7000 -1.2079  -0.441
C: 0.2278 0.3299 -0.0887  -0.218
C: 0.6985 -0.8594 0.7182  -0.143
C: -1.0522 0.5475 0.2449  -0.439
H: -0.4982 1.6097 -1.9739  0.183
H: 1.5766 -1.3634 0.6582  0.081
H: -1.9426 1.0717 -0.4611  0.145
N: -0.2299 -1.3262 1.5584  -0.295
O: 0.5668 1.4779 -2.1371  0.044
O: 2.3594 0.2690 -1.1942  0.113
S: -1.7181 -0.6449 1.2200  0.970

## Properties
- SMILES = O=C(O)c1cnsc1
- energy relative to the best compared isomer or geometry (same formula, charge and spin) (kcal/mol) = 46.1
- charge = 0



# 3
Below is C48H55O4OsP2S2Si as an isolated structure, with properties calculated with ωB97M-V/def2-TZVPD.

Last column: Mulliken spin population.
Element x y z (Å)
Os: -0.2732 -0.0927 -0.7131  2.394
O: -0.1008 -1.6080 0.5968  0.079
S: 0.4275 -1.6266 2.0521  0.014
C: 2.1387 -1.1209 1.9437  -0.026
C: 2.8521 -1.3811 3.1097  0.005
C: 4.2288 -1.2425 3.1309  0.001
C: 4.9001 -0.9025 1.9673  0.000
C: 4.1896 -0.6673 0.8023  -0.003
C: 2.7961 -0.7660 0.7536  -0.040
P: 2.1121 -0.2249 -0.8584  0.320
C: 2.6550 -1.3727 -2.1123  0.008
C: 2.5301 -0.9957 -3.4560  -0.016
C: 2.9678 -1.8606 -4.4435  -0.018
C: 3.4982 -3.1013 -4.1005  0.026
C: 3.5894 -3.4869 -2.7704  -0.007
C: 3.1683 -2.6255 -1.7692  0.037
C: 2.8425 1.4058 -1.0885  -0.016
C: 2.4569 2.3910 -0.1749  0.048
C: 3.0307 3.6495 -0.2223  0.014
C: 4.0028 3.9256 -1.1800  0.004
C: 4.3976 2.9443 -2.0790  0.001
C: 3.8215 1.6788 -2.0375  0.000
C: -0.5284 -0.4008 2.9504  -0.014
C: -0.3189 -0.4856 4.3248  0.002
C: -1.1966 0.1163 5.2104  0.002
C: -2.3407 0.7240 4.7215  0.000
C: -2.5499 0.8006 3.3549  0.003
C: -1.6432 0.2833 2.4289  -0.048
P: -2.0079 0.7857 0.6982  0.400
C: -2.0961 2.5897 0.7031  -0.153
C: -3.1225 3.2916 1.3461  -0.002
C: -3.1134 4.6766 1.3685  0.000
C: -2.0785 5.3835 0.7669  0.000
C: -1.0530 4.6990 0.1326  -0.009
C: -1.0662 3.3125 0.0973  0.087
C: -3.5521 0.0184 0.2251  0.063
C: -3.5634 -1.3818 0.1658  0.035
C: -4.7189 -2.0463 -0.2069  -0.006
C: -5.8610 -1.3185 -0.5255  0.022
C: -5.8454 0.0698 -0.4850  -0.003
C: -4.6906 0.7468 -0.1182  0.010
H: 2.3489 -1.7347 4.0014  0.000
H: 4.7742 -1.4331 4.0461  0.000
H: 5.9800 -0.8302 1.9616  0.000
H: 4.7313 -0.3912 -0.0950  0.001
H: 2.1044 -0.0331 -3.7255  0.036
H: 2.9027 -1.5696 -5.4840  0.000
H: 3.8400 -3.7739 -4.8782  0.001
H: 3.9959 -4.4565 -2.5117  0.000
H: 3.2502 -2.9254 -0.7319  0.003
H: 1.7419 2.1649 0.6108  -0.001
H: 2.7420 4.4071 0.4965  0.000
H: 4.4669 4.9040 -1.2108  0.000
H: 5.1635 3.1585 -2.8147  0.000
H: 4.1455 0.9180 -2.7391  0.002
H: 0.5093 -1.0597 4.7229  0.000
H: -1.0141 0.0556 6.2760  0.000
H: -3.0785 1.1298 5.4021  0.000
H: -3.4544 1.2744 2.9984  0.002
H: -3.9472 2.7801 1.8234  0.000
H: -3.9192 5.2058 1.8626  0.000
H: -2.0747 6.4665 0.7958  0.000
H: -0.2466 5.2417 -0.3476  0.001
H: -0.2716 2.8089 -0.4274  0.089
H: -2.6845 -1.9564 0.4390  -0.015
H: -4.7347 -3.1283 -0.2424  0.000
H: -6.7698 -1.8383 -0.8049  0.001
H: -6.7363 0.6303 -0.7425  0.000
H: -4.6817 1.8274 -0.1240  0.000
C: -3.1383 -0.0332 -5.7480  -0.005
C: -1.7019 -0.2532 -6.1855  0.004
C: -1.5833 -0.3410 -7.6927  0.000
C: -1.0813 -1.4581 -5.5084  0.004
O: -0.8877 0.9258 -5.8050  0.031
Si: -0.9428 2.1424 -4.8074  0.136
S: -0.7158 1.0087 -2.5296  0.548
O: -2.3466 2.8221 -4.6234  -0.060
C: -3.0067 3.9681 -3.9652  0.007
C: -1.9568 5.0117 -3.6299  -0.003
C: -3.6848 3.4278 -2.7228  -0.026
C: -4.0197 4.4821 -4.9661  0.004
O: 0.3963 2.9481 -4.6038  -0.007
C: 1.4237 3.5206 -5.5135  -0.005
C: 2.4554 2.4337 -5.7385  -0.003
C: 0.7311 3.9202 -6.8030  0.001
C: 1.9987 4.7143 -4.7835  -0.001
H: -3.7522 -0.8587 -6.1103  0.000
H: -3.5369 0.8950 -6.1586  0.000
H: -3.2252 -0.0002 -4.6555  0.009
H: -2.1332 -1.2109 -8.0541  0.000
H: -0.5387 -0.4428 -7.9908  0.000
H: -1.9987 0.5489 -8.1685  0.000
H: -1.6622 -2.3510 -5.7478  0.000
H: -1.0723 -1.3402 -4.4218  -0.005
H: -0.0591 -1.6093 -5.8563  0.000
H: -1.2032 4.6104 -2.9450  0.004
H: -2.4343 5.8691 -3.1514  0.000
H: -1.4573 5.3660 -4.5350  -0.001
H: -2.9447 3.0318 -2.0234  0.032
H: -4.3904 2.6353 -2.9845  -0.001
H: -4.2320 4.2320 -2.2238  0.001
H: -3.5229 4.8268 -5.8748  0.000
H: -4.5703 5.3216 -4.5367  0.000
H: -4.7315 3.6992 -5.2314  -0.001
H: 1.9946 1.5556 -6.1999  0.002
H: 2.9142 2.1463 -4.7900  0.001
H: 3.2396 2.7960 -6.4058  0.000
H: 0.2989 3.0469 -7.3027  0.000
H: 1.4475 4.3732 -7.4891  0.000
H: -0.0570 4.6543 -6.6118  0.000
H: 2.4399 4.4003 -3.8344  0.000
H: 1.2237 5.4571 -4.5862  0.000
H: 2.7752 5.1826 -5.3908  0.000

## Properties
- ⟨S²⟩ = 6.02
- charge = +3
- 2S+1 = 5



# 4
Below is a 2-piece molecular cluster, C4H8OS overall, with properties calculated with ωB97M-V/def2-TZVPD.

Last column: Löwdin charge in e.
Element x y z (Å)
C: 0.7945 -0.7015 0.1058  -0.469
C: 0.1306 -1.9940 -0.1134  -0.179
C: -0.8945 1.5285 -0.4774  -0.153
C: -0.5657 0.7411 0.7478  -0.070
O: 2.5991 1.1027 0.1357  -0.598
S: 2.3403 -0.3104 -0.1696  0.889
H: -0.6322 -1.8944 -0.8882  0.080
H: -0.3730 -2.3175 0.7966  0.077
H: 0.8400 -2.7627 -0.4204  0.069
H: 0.0146 1.8895 -0.9509  0.070
H: -1.4972 2.3965 -0.2032  0.076
H: -1.4550 0.9362 -1.1981  0.071
H: 0.0457 1.2585 1.4700  0.067
H: -1.3470 0.1275 1.1651  0.069

## Properties
- energy relative to the best compared isomer or geometry (same formula, charge and spin) (kcal/mol) = 66.0
- charge = 0



Calculated total energy (Ha)
-1486.30693; -757.58940; -4021.50825; -630.52973
M (g/mol)
529.40; 129.14; 1040.36; 104.17
Largest force on an atom (eV Å⁻¹)
0.6; 6.0; 0.4; 4.3